ORCA calculation (ωB97M-V/def2-TZVPD) on a structure of composition C29H28Cl4CrN6O2P.

As for the energy relative to the best compared isomer or geometry (same formula, charge and spin): 0.0 kcal/mol. Its lowest unoccupied orbital energy (spin up / spin down) is -6.14 / -6.38 eV. The HOMO energy (spin up / spin down) comes out at -12.64 / -12.72 eV. The expectation value of S² is 3.794. The total charge is +2. The multiplicity is 4. For the electronic energy, the calculation gives -131352.8094 eV.

Structure (XYZ):
```
71
Properties=species:S:1:pos:R:3:forces:R:3:lowdin_charge:R:1
Cr 1.198 -0.270 -0.825 0.44 0.10 -0.22 0.9798
Cl -2.098 -1.017 -4.272 0.00 -0.06 -0.04 0.7589
Cl -4.038 1.457 -4.501 -0.02 -0.01 -0.03 0.7301
Cl -1.483 3.769 -0.322 0.04 0.16 0.00 0.7517
Cl -3.749 3.837 -2.501 0.01 -0.01 0.01 0.7179
P -1.461 -0.441 1.666 0.10 -0.05 0.02 1.0752
O -0.170 -0.749 -1.995 -0.11 -0.12 0.12 -0.1742
O 0.122 1.222 -0.408 0.18 0.11 -0.05 -0.2928
N 2.315 0.067 -2.552 -0.14 -0.04 0.04 0.0788
N -4.127 0.342 1.534 -0.01 -0.04 0.02 -0.1351
N -3.346 -0.359 3.720 -0.01 0.03 0.00 -0.1446
N 2.145 -0.706 1.082 -0.01 0.01 0.14 0.0719
N 2.197 -1.984 -1.085 -0.04 -0.05 -0.02 0.0289
N -2.678 1.805 2.833 -0.04 0.02 0.04 -0.0589
C 2.278 0.100 2.146 -0.09 -0.10 0.04 -0.2924
C -1.979 0.310 -3.197 0.10 0.01 0.16 -0.6155
C -1.392 1.335 2.226 0.02 -0.07 -0.03 -0.2689
C 2.433 -2.634 2.477 -0.03 0.02 -0.11 0.0224
C 2.952 0.061 -5.242 -0.01 0.07 0.04 0.0095
C 2.474 -0.435 3.417 -0.01 -0.03 -0.01 0.0067
C -2.172 -1.103 3.249 -0.12 -0.03 0.01 -0.3107
C -0.858 1.353 -1.320 -0.20 0.02 -0.18 -0.4026
C 2.254 1.578 1.918 0.03 0.00 -0.01 -0.0057
C -4.445 -0.395 2.754 0.00 0.00 0.00 -0.1430
C 2.736 1.241 -4.569 0.03 -0.08 -0.02 0.0231
C 2.268 -2.051 1.238 0.07 0.07 0.18 -0.1773
C 2.408 1.225 -3.210 -0.01 0.05 -0.06 -0.2530
C -1.706 2.451 -1.417 0.11 -0.11 -0.04 -0.6186
C 2.545 -2.294 -2.329 -0.03 -0.15 0.09 -0.1551
C 2.370 -2.793 -0.042 0.06 -0.09 -0.17 -0.1598
C -3.047 0.982 4.074 0.00 -0.01 0.00 -0.1069
C -1.010 0.271 -2.198 -0.13 0.26 -0.04 -0.3696
C -3.071 -0.298 0.747 0.02 0.00 -0.08 -0.2775
C -3.841 1.698 1.828 -0.02 0.05 -0.04 -0.0962
C 2.525 -1.806 3.588 0.00 0.05 0.03 -0.0040
C 2.961 -3.586 -2.616 -0.01 0.04 0.02 0.0519
C 2.872 -1.142 -4.543 -0.04 0.00 0.12 0.0359
C 3.031 -4.492 -1.565 0.00 -0.02 -0.03 0.0133
C 2.557 -1.104 -3.207 0.07 0.02 -0.19 -0.1659
C 2.169 2.515 -2.492 -0.03 0.00 0.05 0.0084
C 2.775 -4.100 -0.254 -0.03 0.08 0.03 0.0441
C -2.699 2.483 -2.396 -0.03 -0.04 -0.02 -0.7066
C -2.830 1.414 -3.289 -0.01 0.03 0.05 -0.7000
H 2.810 2.194 -5.075 0.00 0.00 0.00 0.1355
H -3.916 1.471 4.515 0.00 -0.01 0.00 0.1489
H 2.517 -3.707 2.576 0.00 -0.01 -0.01 0.1251
H -3.537 2.254 0.941 -0.03 -0.01 0.02 0.1174
H -2.909 0.270 -0.173 -0.04 -0.05 0.06 0.0831
H -0.601 1.464 2.968 -0.05 -0.01 0.02 0.0999
H 3.053 -2.084 -5.040 0.00 -0.01 0.01 0.1268
H 1.408 1.871 1.298 -0.01 0.02 -0.02 0.0558
H -1.405 -1.103 4.027 -0.01 0.02 0.00 0.0917
H 3.167 1.882 1.401 -0.01 -0.01 -0.01 0.1065
H -2.464 -2.144 3.095 0.01 -0.01 0.01 0.0979
H 2.604 0.231 4.258 -0.01 0.00 0.01 0.1268
H 3.249 -3.880 -3.614 0.00 0.00 0.00 0.1281
H 3.044 3.158 -2.597 0.00 0.01 0.00 0.1062
H -4.692 2.184 2.306 0.00 0.00 0.00 0.1517
H 1.323 3.041 -2.937 0.00 -0.01 0.00 0.1077
H -1.170 1.976 1.374 0.03 -0.06 0.08 0.0200
H -5.330 0.049 3.214 0.01 0.00 0.00 0.1433
H 2.219 2.118 2.862 0.00 0.00 0.00 0.0929
H 3.345 -5.509 -1.761 0.01 0.00 0.00 0.1315
H -2.199 1.040 4.757 0.00 0.00 0.01 0.1448
H -3.395 -1.296 0.448 -0.02 0.01 0.03 0.1087
H 1.960 2.368 -1.435 0.02 0.01 -0.02 0.0632
H -2.582 2.785 3.100 0.01 0.00 -0.01 0.1849
H 2.925 -4.791 0.563 0.00 0.01 0.02 0.1260
H -4.668 -1.430 2.502 0.01 0.00 0.00 0.1416
H 3.191 0.064 -6.296 0.00 0.00 0.00 0.1312
H 2.668 -2.230 4.572 0.00 0.00 0.00 0.1289
```
Positions in Å, forces in eV/Å.